(1)
The following is a quantum chemistry calculation of C2H5NO2S in the gas phase, from the OMol25 dataset.

Properties
- LUMO: 0.779 eV
- ΔE to the lowest compared entry with this formula, charge and spin: 47.26 kcal/mol
- Total charge: 0

Last column: natural (NBO) charge in e.
Geometry (Å):
C1 -0.42 0.83 -0.52  -0.260
C2 0.98 0.54 0.25  -0.614
N1 -0.61 -0.55 -0.93  -0.802
O1 0.67 -2.39 0.36  -0.881
O2 -0.69 -0.83 1.70  -0.939
S1 0.12 -1.09 0.54  2.227
H1 -1.10 1.06 0.32  0.201
H2 -0.46 1.60 -1.29  0.221
H3 1.72 0.40 -0.48  0.222
H4 1.37 1.22 0.96  0.241
H5 -1.59 -0.79 -0.90  0.383

***

(2)
The following is a quantum chemistry calculation of a molecular structure, C27H37NO9P, from the OMol25 dataset.

Properties
- LUMO: 2.678 eV
- ΔE to the lowest compared entry with this formula, charge and spin: 29.60 kcal/mol
- Total charge: -1

Last column: Löwdin charge in e.
Geometry (Å):
C1 -1.87 -1.90 5.21  -0.091
C2 -2.11 -2.19 3.76  -0.279
O1 -2.42 -0.95 3.05  -0.224
P1 -3.15 -1.08 1.65  0.539
C3 -1.92 -0.69 0.37  -0.173
C4 -1.81 -1.75 -0.66  -0.561
O2 -1.75 -1.51 -1.86  0.017
O3 -1.72 -3.02 -0.17  -0.054
C5 -2.31 -4.05 -1.04  -0.213
C6 -3.80 -4.16 -0.88  -0.084
O4 -3.91 -2.34 1.47  -0.299
O5 -4.09 0.23 1.67  -0.218
C7 -5.48 -0.01 1.32  -0.292
C8 -6.36 1.03 1.95  -0.093
H1 -1.58 -2.83 5.71  0.073
H2 -1.06 -1.16 5.31  0.063
H3 -2.79 -1.53 5.69  0.074
H4 -1.21 -2.64 3.31  0.117
H5 -2.97 -2.87 3.63  0.106
H6 -2.26 0.22 -0.13  0.105
H7 -2.05 -3.79 -2.07  0.105
H8 -1.80 -4.96 -0.71  0.111
H9 -4.12 -5.19 -1.03  0.065
H10 -4.11 -3.81 0.10  0.047
H11 -4.30 -3.55 -1.65  0.076
H12 -5.56 -0.02 0.23  0.121
H13 -5.77 -1.00 1.71  0.102
H14 -7.39 0.78 1.71  0.070
H15 -6.25 1.02 3.04  0.077
H16 -6.13 2.03 1.57  0.071
C9 0.66 3.77 2.53  0.014
C10 1.45 2.75 3.32  -0.514
C11 2.13 3.34 4.56  0.010
O6 0.61 1.65 3.75  0.077
C12 0.46 0.61 2.89  -0.377
O7 0.12 -0.47 3.32  0.130
C13 0.88 0.83 1.48  -0.064
C14 0.28 0.22 0.44  0.032
C15 0.89 0.27 -0.87  -0.162
C16 1.44 1.50 -1.30  -0.001
C17 2.34 1.60 -2.34  -0.146
C18 2.62 0.45 -3.15  -0.107
N1 3.52 0.53 -4.16  -0.100
C19 4.06 1.80 -4.60  -0.176
C20 4.32 2.73 -3.43  -0.174
C21 3.10 2.88 -2.54  -0.154
C22 3.68 -0.54 -5.12  -0.181
C23 3.53 -1.90 -4.45  -0.178
C24 2.22 -1.98 -3.67  -0.150
C25 1.95 -0.76 -2.84  -0.138
C26 1.12 -0.84 -1.73  0.035
C27 2.31 1.30 1.55  -0.404
O8 3.23 0.88 0.89  0.122
O9 2.57 2.21 2.55  0.053
H17 0.21 3.31 1.64  0.086
H18 -0.14 4.19 3.15  0.096
H19 1.32 4.58 2.21  0.096
H20 2.67 2.54 5.08  0.094
H21 2.86 4.09 4.25  0.092
H22 1.40 3.77 5.25  0.089
H23 -0.72 -0.39 0.72  -0.009
H24 1.17 2.40 -0.73  0.125
H25 4.99 1.59 -5.14  0.113
H26 3.36 2.28 -5.31  0.128
H27 5.15 2.34 -2.83  0.119
H28 4.62 3.71 -3.81  0.105
H29 2.41 3.64 -2.95  0.117
H30 3.41 3.25 -1.55  0.118
H31 2.95 -0.44 -5.94  0.128
H32 4.68 -0.45 -5.56  0.113
H33 3.57 -2.68 -5.21  0.106
H34 4.36 -2.07 -3.76  0.119
H35 1.38 -2.14 -4.36  0.123
H36 2.24 -2.86 -3.01  0.117
H37 0.67 -1.80 -1.48  0.119

***

(3)
The following is a quantum chemistry calculation of 7 unconnected molecules or ions with the total composition C18H40FN4O12S, from the OMol25 dataset.

Properties
- LUMO (alpha / beta): 3.735 / 3.735 eV
- Multiplicity: 2
- Total charge: -2

Last column: Löwdin charge in e.
Geometry (Å):
N1 -1.76 -0.10 -0.28  0.283
H1 -1.04 -0.77 -0.49  0.036
H2 -2.38 -0.59 0.35  0.080
H3 -2.24 0.20 -1.12  0.059
H4 -1.43 0.67 0.29  0.045
N2 -3.75 -3.59 0.09  0.251
H5 -2.84 -3.91 -0.20  0.008
H6 -3.56 -2.77 0.65  0.041
H7 -4.03 -4.31 0.74  0.123
H8 -4.27 -3.50 -0.78  0.046
S1 -0.21 -3.66 -0.82  0.164
O1 0.32 -3.76 -2.20  -0.381
O2 -0.36 -2.25 -0.49  -0.407
O3 -1.44 -4.44 -0.68  -0.390
O4 0.70 -4.07 0.19  -0.399
F1 -2.63 -1.99 2.02  -0.670
C1 -3.28 -1.60 -2.72  -0.002
C2 -2.31 -0.82 -3.41  -0.316
C3 -1.30 -1.50 -4.27  -0.278
O5 -0.19 -0.99 -4.79  0.024
C4 -1.33 -2.83 -4.53  0.065
C5 -2.38 -3.68 -4.05  -0.282
C6 -3.43 -3.00 -3.03  -0.276
O6 -4.26 -3.77 -2.43  -0.082
O7 -2.51 -4.84 -4.44  0.077
O8 -2.35 0.42 -3.00  -0.115
H9 -3.99 -1.20 -2.02  0.106
H10 -0.58 -3.24 -5.19  0.137
C7 3.00 3.24 2.10  -0.145
O9 2.50 2.36 1.17  -0.242
C8 2.77 2.73 -0.24  -0.142
C9 2.16 1.65 -1.21  -0.134
N3 2.72 0.27 -0.92  -0.028
C10 4.13 0.10 -1.32  -0.220
C11 4.56 -1.34 -1.09  -0.201
O10 4.22 -2.35 -2.11  -0.187
C12 4.56 -3.72 -1.70  -0.092
H11 2.73 3.19 3.15  0.066
H12 2.54 4.19 1.84  0.077
H13 4.08 3.37 2.05  0.084
H14 3.83 2.98 -0.23  0.105
H15 2.16 3.63 -0.33  0.099
H16 2.29 1.90 -2.27  0.113
H17 1.09 1.63 -1.03  0.096
H18 2.34 -0.30 -0.17  0.118
H19 4.87 0.73 -0.82  0.092
H20 4.22 0.41 -2.36  0.115
H21 4.26 -1.71 -0.11  0.125
H22 5.64 -1.19 -1.14  0.099
H23 5.41 -3.74 -1.01  0.058
H24 4.89 -4.36 -2.52  0.075
H25 3.74 -4.07 -1.08  0.091
C13 -4.29 2.94 0.30  -0.082
O11 -2.99 2.35 0.47  -0.194
C14 -2.13 3.36 1.02  -0.227
C15 -0.70 2.92 1.07  -0.220
N4 -0.26 1.57 1.44  -0.054
C16 -0.89 1.04 2.65  -0.143
C17 -0.36 1.71 3.95  -0.241
O12 0.85 1.16 4.35  -0.165
C18 1.50 1.92 5.37  -0.121
H26 -4.95 2.08 0.21  0.095
H27 -4.15 3.54 -0.60  0.091
H28 -4.60 3.54 1.16  0.078
H29 -2.40 3.65 2.03  0.114
H30 -2.15 4.25 0.39  0.120
H31 -0.11 3.66 1.61  0.104
H32 -0.21 3.11 0.11  0.100
H33 0.73 1.65 1.60  0.081
H34 -0.69 -0.03 2.65  0.128
H35 -1.97 1.15 2.70  0.116
H36 -1.05 1.59 4.79  0.115
H37 -0.31 2.79 3.88  0.104
H38 1.14 1.92 6.40  0.080
H39 1.62 2.93 4.98  0.063
H40 2.51 1.51 5.44  0.085